Entry 1:
21
Properties=species:S:1:pos:R:3:forces:R:3 method="wB97M-V/def2-TZVPD" e_lumo_ev=-4.34 e_tot_ev=-22717.394 homo_lumo_gap_ha=0.2833 e_above_lowest_ev=1.849 total_charge=+1 homo_ev=-12.050 largest_force_ha_per_bohr=0.1100
C -1.3576 2.3169 -1.3685 -0.0309 -0.0402 1.1397
C -2.0795 1.4175 -2.2115 0.0485 0.3029 1.6542
C -1.0378 -0.6402 -1.3266 -2.0392 1.8903 -1.4163
C -0.2292 -0.0243 -0.4752 1.6377 3.8308 0.9796
C -0.3975 1.9603 -0.4709 0.7071 -5.5949 -0.4368
C 1.1290 -1.2202 1.1718 -0.1895 0.7746 -0.9135
C 2.5503 -1.5172 1.4033 1.2266 1.4110 1.1085
N -1.9180 0.0784 -2.1905 0.2136 1.8568 0.7447
N 0.2822 -1.6314 2.0879 -1.4824 -0.3682 1.2244
N 0.8297 -0.5789 0.1163 -0.3814 1.6686 -1.0816
S 0.4517 2.9360 0.6390 0.6382 -0.6777 0.1554
H -1.6817 3.3416 -1.1703 -0.2913 -0.0707 -1.2081
H -2.9305 1.9701 -2.6660 0.6234 -1.4476 -0.5402
H -1.2134 -1.6740 -1.2717 0.1067 -1.2171 -0.3668
H 3.1677 -0.5099 1.2533 -1.1619 -2.5227 0.4998
H 2.8998 -2.3123 0.7873 0.3925 -0.2440 -1.0087
H 2.5890 -1.9635 2.4065 0.7267 0.6728 -0.0140
H -2.5275 -0.4549 -2.7843 -0.1205 -0.2369 -0.1219
H 0.6211 -2.2332 2.7813 0.6551 -0.7424 1.0421
H -0.6591 -1.3453 2.3023 -0.0938 0.3340 -0.9062
H 1.5112 2.0845 0.9866 -1.1853 0.4207 -0.5342


Entry 2:
22
Properties=species:S:1:pos:R:3:forces:R:3 method="wB97M-V/def2-TZVPD" e_lumo_ev=0.56 e_tot_ev=-15424.725 homo_lumo_gap_ha=0.3638 e_above_lowest_ev=4.871 smiles="[H]/N=C(/N)CC#C.N#CC/C=N/O" homo_ev=-9.341 largest_force_ha_per_bohr=0.0761
H -4.8989 -1.4078 -0.4128 0.0049 0.2813 -0.0137
N -4.6664 -0.4200 -0.5433 0.1765 -1.0522 -0.0054
C -3.4069 -0.2357 -0.4409 -0.8173 0.5598 0.2642
N -2.9563 1.0233 -0.6705 0.5112 0.3654 -0.1650
C -2.3511 -1.2652 -0.1078 -0.1391 -0.3398 -0.5826
C -1.3466 -0.8896 0.8588 2.9923 1.5923 1.9551
C -0.3433 -0.4739 1.4390 -1.3388 -0.7164 -0.6606
H -2.1115 1.3027 -0.2079 0.1805 0.1898 -0.0004
H -3.6888 1.7068 -0.7879 0.1609 0.0103 0.0971
H -1.7088 -1.4137 -0.9843 -0.5627 -0.2953 -0.3438
H -2.8757 -2.1828 0.1419 0.2111 -0.2019 0.0517
H 0.5779 -0.1406 1.9538 -1.3580 -0.4028 -0.5861
N 5.3348 -1.3980 -1.2077 -2.0680 1.3748 2.5064
C 4.6210 -0.9067 -0.4106 1.9967 -1.1897 -2.6944
C 3.6656 -0.2351 0.4656 0.1366 0.6618 0.4134
C 2.6478 0.6155 -0.2462 -0.4385 0.2941 0.2604
N 2.1861 1.6531 0.3332 -0.1541 -0.7593 -0.2260
O 1.0155 2.0690 -0.3188 0.3931 0.2949 -0.0568
H 3.1199 -0.9894 1.0326 0.0026 -0.1588 0.0142
H 4.1803 0.3998 1.1995 0.0321 -0.2427 -0.1560
H 2.1991 0.2657 -1.1685 -0.0827 -0.1451 -0.0896
H 0.8064 2.9225 0.0828 0.1605 -0.1204 0.0178


Entry 3:
21
Properties=species:S:1:pos:R:3:forces:R:3 method="wB97M-V/def2-TZVPD" e_lumo_ev=-0.06 e_tot_ev=-31079.838 homo_lumo_gap_ha=0.2931 e_above_lowest_ev=3.417 smiles="C/P=C/c1sc(=O)n(C)c1C" homo_ev=-8.036 largest_force_ha_per_bohr=0.1030
C -2.4478 -1.1141 3.6995 -0.2430 2.7454 -2.8005
P -1.9633 -1.4490 1.8928 0.3631 0.1319 0.8998
C -0.7409 -0.3430 1.9112 1.6816 2.0942 -4.5652
C 0.3561 0.0636 0.4617 -1.3117 -1.1346 4.9986
S 2.0023 0.0133 1.1398 -0.3001 -0.3439 -1.9908
C 2.6541 0.1140 -0.5953 -2.3477 0.4885 1.5258
O 3.7836 0.1179 -0.9032 2.9909 -0.2324 -0.6772
N 1.5975 0.2805 -1.4534 -0.8806 0.3502 1.2546
C 1.7876 0.4334 -2.8527 -0.7626 -1.1411 -2.4025
C 0.3179 0.3314 -0.8351 -0.5505 -0.2470 -0.4456
C -0.8927 0.6396 -1.6671 -1.7811 -0.6777 1.7715
H -1.5805 -0.8150 4.1952 1.4518 0.2160 0.9385
H -3.1059 -0.2178 3.7169 -0.0025 -0.8147 0.0238
H -2.8587 -1.9292 4.1353 -1.4972 -2.4263 1.3978
H -0.6300 0.4808 2.6122 0.3580 -0.4138 0.2239
H 1.0446 -0.2467 -3.4010 0.7533 1.0867 0.7054
H 1.6360 1.4772 -3.2253 0.3786 -0.7968 0.3377
H 2.7384 -0.0211 -3.1965 -0.2198 0.8125 0.6321
H -1.7863 -0.0401 -1.3770 1.5940 1.0079 -0.6401
H -0.6418 0.5555 -2.6771 -0.0251 -0.5528 -1.6231
H -1.2701 1.6690 -1.5811 0.3505 -0.1520 0.4356


Entry 4:
21
Properties=species:S:1:pos:R:3:forces:R:3 method="wB97M-V/def2-TZVPD" s2=2.0207 e_lumo_ev="0.73 / -2.92" e_tot_ev=-31076.226 homo_lumo_gap_ha="0.2524 / 0.2046" e_above_lowest_ev=2.301 spin_multiplicity=3 homo_ev="-6.136 / -8.487" largest_force_ha_per_bohr=0.1256
C -3.6736 2.1900 -0.5139 -0.3770 0.6494 -0.3370
C -2.8230 1.3295 -0.3681 1.6322 -2.2206 0.2121
C -0.9365 -0.0631 -1.1273 3.9556 -2.8580 -1.7981
C -1.9435 0.2821 -0.2706 -3.4308 1.5291 5.2541
C -1.7958 -0.6033 1.0210 -2.1210 1.2608 0.9874
C 2.7310 -1.3660 -0.6296 1.8746 -1.2434 0.2177
C 1.6268 0.1545 0.9332 -0.6016 1.5668 -1.6281
N 1.5511 -0.9146 -0.0070 -2.9072 -0.5317 0.1747
O -0.8065 -1.5847 0.7792 -1.1498 -0.0495 1.6556
P 0.0003 -1.5810 -0.6037 1.4929 2.5314 -0.3751
S 2.4294 1.8139 0.2303 -1.6420 -0.7471 -0.3247
H -4.2911 2.9974 -0.7706 -0.4819 0.4552 0.0841
H -0.9004 0.3542 -2.0621 0.3762 0.8329 -2.2505
H -1.7333 -0.0544 2.0916 0.6776 -0.9307 -2.4866
H -2.7965 -1.0738 1.1235 0.5268 -0.2649 0.0072
H 2.5262 -1.9839 -1.5356 0.0262 0.8164 0.4564
H 3.2609 -0.4182 -0.8543 0.5729 -0.9943 -0.3331
H 3.3407 -2.1053 0.0377 -0.6412 1.5087 -0.8232
H 1.2604 2.0911 -0.4336 0.8069 0.1122 0.2195
H 0.6129 0.4981 1.2698 1.2183 -0.6687 -0.0142
H 2.3603 0.0374 1.6902 0.1922 -0.7538 1.1019


Entry 5:
19
Properties=species:S:1:pos:R:3:forces:R:3 method="wB97M-V/def2-TZVPD" e_lumo_ev=0.59 e_tot_ev=-18198.023 homo_lumo_gap_ha=0.3363 e_above_lowest_ev=0.581 smiles=CNPc1ccccc1 homo_ev=-8.562 largest_force_ha_per_bohr=0.0928
C 3.0487 -0.1627 1.1733 -0.4217 0.8461 2.2266
N 2.5480 0.1881 -0.1509 -1.6150 -0.4639 -1.2145
P 1.2295 -0.7187 -1.2224 3.0341 2.2908 0.3716
C -0.4030 -0.1617 -0.7492 -1.2225 0.4682 -0.1197
C -1.1502 0.6439 -1.6491 -1.6033 -1.4009 4.2733
C -2.4402 1.0307 -1.1686 0.6071 1.0673 -2.8948
C -2.9457 0.6838 0.0611 2.1268 -1.3748 -0.2327
C -2.2823 -0.2553 0.8673 0.8645 1.2591 -2.6728
C -1.0368 -0.6654 0.4010 1.4801 -1.4189 2.5301
H 2.4047 -0.7526 1.8773 0.1725 -0.0170 -1.2474
H 3.9771 -0.6852 0.9779 0.3109 -0.2709 0.8136
H 3.2523 0.7444 1.9132 -0.1696 -1.2353 -1.9258
H 3.4162 0.2684 -0.6776 -0.8723 0.1227 -0.6124
H 1.1696 -1.7876 -0.4297 0.0249 -1.8750 1.0620
H -0.7464 0.8431 -2.5773 0.4880 0.8114 -1.8308
H -3.0601 1.6382 -1.8959 0.6664 -0.5526 1.1983
H -3.7966 1.1342 0.4059 -2.3127 0.8539 0.6181
H -2.7578 -0.5901 1.7323 -0.2846 -0.6298 1.3955
H -0.4269 -1.3956 1.1115 -1.2735 1.5195 -1.7381


Entry 6:
18
Properties=species:S:1:pos:R:3:forces:R:3 method="wB97M-V/def2-TZVPD" e_lumo_ev=0.86 e_tot_ev=-9465.049 homo_lumo_gap_ha=0.3559 e_above_lowest_ev=3.511 smiles="C=C=C(C)C.C=C=O" homo_ev=-8.824 largest_force_ha_per_bohr=0.0602
C -0.1708 -1.6246 -1.4395 -1.6473 1.4593 0.0466
C -0.4967 -0.6988 -0.5562 -0.4080 -1.9126 -0.3239
C -1.0926 0.0628 0.3188 2.3034 1.2705 -0.4839
C -2.1155 -0.3620 1.2435 -2.1794 0.1754 0.2699
C -0.6552 1.5067 0.3808 -0.5272 -1.0270 -2.8704
H -0.8120 -1.7693 -2.3046 0.0234 0.2274 -0.1087
H 0.6412 -2.2833 -1.4165 1.2440 -0.7125 0.4364
H -3.0999 -0.0063 0.7476 1.1411 -0.5037 1.3912
H -1.9651 0.0229 2.2803 -0.3493 -0.0562 -0.8838
H -2.1073 -1.4284 1.2686 -0.4358 -0.8412 0.2104
H -1.1752 1.9843 -0.4766 0.0465 0.5789 1.0662
H 0.3635 1.5060 0.1162 1.0926 0.3051 -0.5054
H -0.6720 1.9431 1.3228 -0.8277 0.9826 1.5985
C 2.7350 -0.2061 -0.6247 0.6759 -0.0851 -1.2562
C 2.6088 0.7809 0.2061 -0.2755 2.5274 1.7209
O 2.4729 1.7204 0.9200 0.5327 -2.1109 -1.3633
H 3.2209 0.0252 -1.6087 -0.5781 -0.4209 1.1501
H 2.3199 -1.1734 -0.3780 0.1688 0.1433 -0.0947


Entry 7:
18
Properties=species:S:1:pos:R:3:forces:R:3 method="wB97M-V/def2-TZVPD" s2=2.0349 e_lumo_ev="1.02 / -2.09" e_tot_ev=-9460.006 homo_lumo_gap_ha="0.2328 / 0.2681" e_above_lowest_ev=3.976 spin_multiplicity=3 homo_ev="-5.316 / -9.388" largest_force_ha_per_bohr=0.1259
C -1.0727 0.9071 -0.8100 -6.3689 0.6021 -0.9813
C -2.3185 0.5253 -0.4383 4.7426 -1.4692 1.9139
C 2.0994 -1.2178 -1.1540 2.4723 -2.3869 -2.5870
C 1.0336 -1.0845 -0.3799 -2.3511 2.5495 2.0280
C 1.1950 1.2154 0.9015 2.0030 -0.3293 -1.4465
C -1.9836 -0.5539 0.6664 1.2060 0.0395 -0.5863
C 0.4961 0.0682 0.2384 0.9129 -2.8381 4.5992
O -0.5407 -0.2618 1.1934 -2.1335 -0.4224 -2.0111
H -0.7976 1.6020 -1.5330 1.0631 1.2356 -1.1081
H 2.3536 -2.2631 -1.5933 -0.2791 2.1496 0.8649
H 2.7062 -0.3749 -1.4157 0.3578 0.1581 -0.2264
H 0.4377 -1.9014 -0.0944 -0.6739 -1.2910 -0.1565
H 1.8479 1.5855 0.1031 0.3151 0.6249 0.4138
H 1.8552 0.8673 1.7258 -0.3114 -0.2009 -0.5569
H 0.6334 2.0134 1.3527 -0.8323 0.1287 -0.3960
H -2.0176 -1.6350 0.1736 -0.1633 2.1183 1.6306
H -3.3506 0.8058 -0.5086 -0.2579 0.4324 -0.7864
H -2.5768 -0.2976 1.5721 0.2988 -1.1006 -0.6080


Entry 8:
19
Properties=species:S:1:pos:R:3:forces:R:3 method="wB97M-V/def2-TZVPD" e_lumo_ev=0.92 e_tot_ev=-11506.704 homo_lumo_gap_ha=0.3764 e_above_lowest_ev=9.152 homo_ev=-9.324 largest_force_ha_per_bohr=0.2035
C -1.0978 -1.3129 1.0044 -0.1897 -1.3236 1.9241
C -1.2814 -0.0971 -0.0201 -2.2728 -9.0410 -1.3950
C -2.4796 -0.3055 -0.8758 0.4687 1.1806 -1.6805
C 1.6611 0.5937 1.1146 1.0859 -1.1651 -0.5179
C 0.6793 1.2400 0.0467 -0.7768 4.3079 4.6982
C 1.5572 0.6697 -0.9906 1.9742 1.4995 -2.9971
C 2.3021 0.0349 0.0596 -1.4411 1.1263 2.2534
H 0.0942 -1.1585 1.7559 -4.1926 -0.6815 -2.4910
H -1.0938 -2.5256 0.3140 -0.0680 4.1009 2.5243
H -2.2195 -1.1840 1.8068 3.8549 -0.8318 -2.2496
H -2.8089 0.5537 -1.5828 0.1856 -1.4898 1.7801
H -3.2410 -1.1425 -0.6552 1.7509 1.0532 -0.6832
H 2.0773 0.6062 2.1952 -1.5858 0.2800 -1.7667
H 0.9760 2.4641 0.1329 -2.1042 -3.0982 -0.3435
H 2.3446 1.5720 -1.3494 -2.3860 -2.2472 0.0556
H 1.2134 0.0294 -1.7836 -0.3568 0.2971 -0.4740
H 3.1433 -0.4846 -0.1293 3.0159 -1.7876 0.1238
O -1.0073 -0.5416 -1.3236 -2.2497 -1.0780 -0.2910
O -0.8194 0.9885 0.2804 5.2873 8.8982 1.5300


Entry 9:
20
Properties=species:S:1:pos:R:3:forces:R:3 method="wB97M-V/def2-TZVPD" e_lumo_ev="-1.21 / -0.45" e_tot_ev=-19387.353 homo_lumo_gap_ha="0.2832 / 0.2592" e_above_lowest_ev=9.547 homo_ev="-8.919 / -7.498" largest_force_ha_per_bohr=0.0857
C -0.6040 -3.5130 0.9250 -0.2254 0.7731 -0.1891
C -0.6735 -2.3095 0.8815 -0.6660 0.2234 -0.1125
C -2.4556 0.4199 0.1231 1.3910 -1.6194 0.0754
C 0.5666 0.3840 1.5612 -0.9104 1.2250 -0.9136
C -2.3468 1.8354 -0.0844 -0.7521 1.9442 -0.1260
C 1.6716 -0.5246 1.9661 0.9532 -0.0440 0.6449
C 0.6580 0.3269 -2.1673 0.2949 4.2659 1.0709
O -3.3647 -0.2234 -0.2900 -2.0474 -1.4109 -0.4480
O 0.5684 1.6150 1.6647 0.2399 -1.6641 0.1098
Si -0.9275 -0.5251 0.7399 1.6206 0.4549 0.1122
H -0.6412 -4.5561 0.8724 0.1896 -0.8498 0.1159
H -1.2655 2.0734 -0.2196 -1.0688 0.7151 0.5117
H -2.9940 2.0626 -0.9547 0.7447 -0.0402 0.0246
H -2.9760 2.2906 0.7331 1.4430 0.1450 -0.2858
H 2.5759 -0.0026 2.2815 0.2253 0.2602 -0.8241
H 1.4014 -0.9100 2.9256 -0.7460 -0.6466 0.8225
H 1.8454 -1.4238 1.3507 -0.0739 0.7287 -0.0316
H 0.2601 1.3933 -2.3866 0.5366 -2.0305 0.5922
H 1.7113 0.3111 -1.9364 0.0378 -0.1965 0.2729
H 0.2660 -0.4244 -2.7231 -1.1865 -2.2336 -1.4224


Entry 10:
19
Properties=species:S:1:pos:R:3:forces:R:3 method="wB97M-V/def2-TZVPD" e_lumo_ev=-0.09 e_tot_ev=-20298.160 homo_lumo_gap_ha=0.3221 e_above_lowest_ev=5.237 homo_ev=-8.852 largest_force_ha_per_bohr=0.1106
C 2.1733 2.0321 0.3042 1.4652 -0.1969 -0.2676
C 1.1394 1.3425 0.9634 -2.5969 -2.0427 -0.9559
C 2.4240 1.5839 -0.9330 -0.1782 0.7585 -0.7937
C 0.5271 0.4836 0.1446 -2.7031 -3.7168 0.5850
C -2.0405 -0.7259 1.1804 -0.8390 5.4678 1.3208
C -0.9409 -1.7922 -0.8316 0.0020 3.6200 -0.1295
C -0.8141 -1.2002 0.6033 5.2210 0.8122 -1.5906
O 0.5838 0.7062 -2.5889 -0.9343 0.1553 -1.1633
S 1.3463 0.2532 -1.4258 1.1820 0.4946 1.7402
H 2.7576 2.6684 0.9049 0.7815 1.3687 -0.0232
H 0.5882 1.4469 1.8586 0.5637 0.6918 1.4859
H 2.9270 2.0893 -1.7533 0.4438 -0.2532 0.4177
H -2.1296 -0.1101 2.1660 1.1796 -1.3669 -1.3098
H -2.7927 -1.3910 1.2622 -2.1934 -3.0933 0.3443
H -2.5345 0.0216 0.5222 0.5148 -0.3232 -0.1962
H -1.0316 -0.9100 -1.5948 0.2029 -1.6407 1.3208
H -1.8845 -2.2282 -0.8467 -1.7233 -1.2780 -0.2688
H -0.1964 -2.4660 -1.1901 0.6774 -0.3915 0.1879
H -0.1022 -1.8041 1.2543 -1.0659 0.9343 -0.7039


Entry 11:
18
Properties=species:S:1:pos:R:3:forces:R:3 method="wB97M-V/def2-TZVPD" e_lumo_ev=0.07 e_tot_ev=-18254.469 homo_lumo_gap_ha=0.3147 e_above_lowest_ev=1.747 homo_ev=-8.490 largest_force_ha_per_bohr=0.0370
C 0.6189 2.1312 1.6244 0.4377 0.2701 1.5465
C 0.4918 0.6538 1.9549 0.6176 1.2966 -0.0114
C 0.1640 -0.2884 1.0990 -0.0630 -1.9015 -0.0433
C -0.1467 -0.1868 -0.3690 -0.0874 -1.1723 1.1830
C 0.6295 -1.0592 -1.4029 0.5538 0.7911 -0.4934
C -0.7140 -1.3098 -2.1337 -0.0082 0.4873 0.2062
C -1.4299 -0.8371 -0.8776 0.0388 -0.0617 0.0115
S -2.8691 -1.1010 -0.2125 0.3350 0.0446 -0.2158
H 0.3770 2.3321 0.5698 0.3099 0.1892 0.5430
H -0.0951 2.6637 2.3025 0.3562 -0.1621 -0.7673
H 1.6415 2.5459 1.9578 -1.3809 -0.6928 -0.8945
H 0.7309 0.3549 2.9778 -0.1343 0.1582 -0.2121
H 0.1528 -1.3179 1.5364 -0.1635 0.7376 -0.6719
H -0.1713 0.8243 -0.6751 0.0918 1.2112 -0.5047
H 1.4018 -0.4850 -1.9952 -0.6519 -0.9125 0.7451
H 1.0273 -1.9807 -0.9435 -0.0305 0.5116 -0.2788
H -0.8812 -0.6302 -2.9778 0.0269 -0.0779 0.1642
H -0.9281 -2.3097 -2.4352 -0.2482 -0.7168 -0.3063


Entry 12:
18
Properties=species:S:1:pos:R:3:forces:R:3 method="wB97M-V/def2-TZVPD" e_lumo_ev=0.80 e_tot_ev=-15295.015 homo_lumo_gap_ha=0.3408 e_above_lowest_ev=0.958 smiles="[SiH3]C1=C[C@H]2C=C[C@@H]1C2" homo_ev=-8.471 largest_force_ha_per_bohr=0.0924
Si -0.6677 -2.5493 0.6735 -0.3615 3.5752 0.7910
C -0.0063 -0.7763 0.4120 -0.8476 1.2451 0.1955
C 0.7037 0.1233 1.1499 0.2516 -2.1543 -1.4542
C 0.6828 1.4558 0.4079 2.1703 3.2672 2.6775
C 1.3965 1.2064 -0.9081 -2.8223 -0.1069 -1.9117
C 0.4862 0.4865 -1.6130 1.8347 -0.6129 1.2465
C -0.6539 0.1519 -0.7197 -0.9004 -1.2858 -0.0836
C -0.7647 1.4826 0.0347 -0.6113 -0.8618 -1.2589
H -1.7312 -2.1932 1.6142 -0.6188 -0.3126 0.0768
H 0.2462 -3.2074 1.4604 1.6312 -1.6619 0.9116
H -1.2264 -3.1187 -0.4833 -0.2585 -0.7684 -1.2683
H 1.4941 -0.1751 1.8101 -0.0152 0.1573 0.7306
H 1.0469 2.4065 1.0339 -0.6423 -2.1795 -1.2497
H 2.2276 1.5703 -1.4645 1.1458 0.3167 0.7596
H 0.8010 -0.2429 -2.3124 0.0227 0.0168 -1.6029
H -1.5342 -0.2638 -1.2754 0.5645 0.3880 0.7649
H -1.4479 1.4035 0.8421 -0.4812 0.1528 0.9324
H -1.0525 2.2401 -0.6623 -0.0615 0.8251 -0.2569